1.
Entry from OMol25: a structure of composition C15H39N6O8P2S in a non-equilibrium geometry (wB97M-V/def2-TZVPD).

Atoms and positions in Å:
S -2.921 0.867 3.500
P 2.082 -3.215 0.801
P -0.973 3.625 -1.749
O 0.859 -0.126 3.537
O -1.639 0.679 2.608
O -3.621 -0.300 3.924
O -2.136 1.376 4.770
O -3.740 1.868 2.880
O 2.291 -1.816 0.367
O -0.820 4.527 -0.584
O 1.407 1.982 4.033
N -2.451 2.858 -1.402
N 0.399 -3.276 1.021
N 2.341 -4.452 1.961
N -1.119 4.716 -3.061
N 2.577 -4.105 -0.585
N -0.406 2.271 -2.632
C 0.894 2.489 -3.303
C -0.444 -4.350 0.549
C -0.248 1.050 -1.794
C -1.906 4.508 -4.257
C -3.001 3.060 -0.066
C 3.746 -4.895 2.069
C -1.309 2.434 4.223
C 0.670 1.094 3.586
C 3.907 -3.805 -1.090
C -0.651 1.720 3.021
C -3.502 2.630 -2.367
C 2.028 -5.367 -1.028
C -0.304 -1.999 1.020
C 1.911 -4.058 3.328
C -0.056 5.702 -3.190
H -3.103 2.312 -3.330
H 0.791 3.200 -4.122
H -3.507 4.027 0.043
H -0.476 2.359 2.158
H 2.463 -3.193 3.704
H -0.703 -4.234 -0.513
H -0.380 6.537 -3.813
H -4.151 1.819 -2.022
H -1.621 3.616 -4.833
H 0.195 6.112 -2.212
H -1.195 0.762 -1.348
H -1.380 -4.360 1.116
H -1.891 3.296 3.884
H -2.218 2.994 0.681
H -1.800 5.367 -4.922
H 2.114 -6.179 -0.291
H 3.845 -5.593 2.900
H -0.464 -1.612 0.003
H 4.714 -4.266 -0.501
H 2.546 -5.698 -1.930
H 0.867 5.295 -3.626
H -3.718 2.272 0.167
H 2.070 -4.898 4.006
H 0.853 -3.817 3.347
H 1.236 1.554 -3.743
H 4.441 -4.066 2.234
H 4.012 -4.143 -2.122
H -0.617 2.750 4.992
H 0.018 -5.325 0.706
H -4.133 3.519 -2.508
H -2.969 4.442 -4.031
H 1.669 2.849 -2.620
H 4.074 -2.728 -1.088
H -1.277 -2.105 1.504
H 0.238 -1.257 1.596
H 4.052 -5.434 1.173
H 0.980 -5.273 -1.310
H 0.483 1.185 -0.992
H 0.081 0.225 -2.425

Output
- strongest force on any atom (Eh/bohr) = 0.099
- HOMO-LUMO gap (eV) = 7.75
- highest occupied orbital energy (eV) = -5.21
- total charge = -1
- 2S+1 = 1
- molecular weight (g mol⁻¹) = 525.5

2.
Entry from OMol25: a cluster of 10 separate species, C15H39N9O20S in total in a non-equilibrium geometry (wB97M-V/def2-TZVPD).

Atoms and positions in Å:
S -1.021 2.827 -0.009
O 0.221 1.737 -0.331
O -4.318 0.196 2.522
O 2.307 -2.193 2.411
O -1.160 3.714 -1.193
O -2.252 -0.366 2.764
O -6.295 -3.219 3.082
O -0.998 -2.472 0.103
O -0.950 -0.332 -4.747
O -1.008 -4.628 0.491
O 3.596 1.546 4.017
O 2.015 -1.661 0.368
O 0.471 3.436 -5.415
O -2.119 1.567 -0.031
O 2.871 -0.454 -2.505
O 1.060 4.701 6.563
O 2.384 2.523 -5.213
O -1.031 3.403 1.350
O -0.853 4.383 5.636
O 4.024 0.181 2.374
O -2.667 -1.489 -3.917
N 2.700 -2.173 1.267
N 1.251 2.743 -4.764
N 0.369 4.534 5.575
N -2.160 -0.508 -4.537
N -3.176 0.463 2.884
N -5.296 -3.345 0.994
N -0.726 -3.618 -0.212
N 4.904 0.071 -1.662
N 3.286 0.996 2.947
C 0.140 -3.862 -1.390
C 4.008 -2.804 1.015
C -1.752 0.543 -0.924
C 0.739 2.228 -3.504
C 1.051 4.579 4.226
C 1.934 1.351 2.282
C -2.819 1.780 3.591
C -4.620 -2.673 -0.064
C 4.322 1.138 -0.796
C 6.388 0.012 -1.812
C -5.939 -2.716 1.980
C -3.029 0.652 -5.025
C 4.057 -0.662 -2.385
C -0.223 0.510 -0.680
C -5.236 -4.835 1.027
H -2.825 2.461 2.741
H -0.344 2.353 -3.510
H -4.206 -5.187 1.092
H 6.686 -0.539 -2.704
H -3.501 0.473 -5.990
H 2.339 1.716 1.339
H 0.377 0.232 -1.547
H 3.865 -3.867 0.818
H -3.771 0.837 -4.248
H 0.044 -4.923 -1.617
H 4.386 2.090 -1.323
H 1.273 2.822 -2.762
H -4.964 -1.639 -0.087
H 0.077 -0.185 0.104
H 6.927 0.938 -2.017
H 1.350 0.433 2.229
H -3.585 -2.605 0.270
H 3.243 1.037 -0.678
H 4.656 -1.495 -2.785
H 2.038 4.159 4.416
H -2.590 1.615 -5.286
H -4.660 -3.125 -1.055
H -5.720 -5.112 0.091
H 1.122 1.225 -3.316
H 4.398 -2.362 0.099
H 0.565 3.946 3.483
H 1.581 2.249 2.790
H -5.718 -5.411 1.817
H -2.019 0.750 -1.960
H -6.103 -1.685 1.630
H -2.296 -0.364 -0.662
H -3.518 2.159 4.336
H 1.080 -3.478 -0.994
H 6.884 -0.375 -0.922
H 4.697 -2.535 1.815
H -1.833 1.785 4.056
H 1.069 5.612 3.877
H 4.830 1.296 0.156
H -0.287 -3.105 -2.048

Output
- SMILES = C[N+](=O)[O-].C[N+](=O)[O-].C[N+](=O)[O-].C[N+](=O)[O-].C[N+](=O)[O-].C[N+](=O)[O-].C[N+](=O)[O-].O=S1(=O)OCCO1.CN(C)C=O.CN(C)C=O
- strongest force on any atom (Eh/bohr) = 0.106
- HOMO-LUMO gap (eV) = 7.97
- highest occupied orbital energy (eV) = -8.80
- 2S+1 = 1
- molecular weight (g mol⁻¹) = 697.6

3.
Entry from OMol25: a cluster of 3 separate species, C15H39NO8P2Si in total in a non-equilibrium geometry (wB97M-V/def2-TZVPD).

Atoms and positions in Å:
P -1.786 -2.648 2.655
P 3.205 2.058 -1.645
Si -2.208 3.684 -0.577
O 2.348 1.882 -0.306
O 4.170 0.780 -1.522
O 4.092 3.217 -1.021
O -1.552 -1.185 2.050
O 2.294 1.919 -2.785
O -2.740 -3.072 1.451
O -0.422 -3.378 2.181
O -1.750 -2.540 4.119
N -3.632 2.720 -0.454
C -0.457 -5.815 2.380
C -0.160 0.295 3.390
C 6.086 0.825 -3.040
C -4.122 2.217 -2.817
C 4.758 0.188 -2.682
C 4.456 4.445 -3.141
C -3.994 1.893 -1.344
C -4.177 -4.589 2.774
C 4.995 4.036 -1.784
C -4.385 0.490 -0.933
C 0.103 -4.500 2.887
C -1.558 -0.036 2.906
C -3.533 -4.270 1.440
C 0.924 1.758 -0.350
C 0.485 0.309 -0.407
H -4.868 3.006 -2.919
H -4.921 -3.836 3.033
H 0.640 -0.174 0.558
H -2.542 5.101 -0.291
H -0.359 -5.883 1.296
H -3.177 2.503 -3.278
H 0.372 -0.589 3.741
H -1.513 -5.919 2.637
H 6.744 0.859 -2.171
H 0.518 2.316 -1.192
H 0.537 2.216 0.558
H 1.057 -0.260 -1.140
H 4.067 0.235 -3.526
H -2.925 -5.102 1.079
H 1.181 -4.478 2.729
H -3.442 -4.621 3.584
H 5.229 4.969 -3.704
H 4.132 3.582 -3.728
H -0.196 1.023 4.200
H -4.671 -5.560 2.727
H 5.947 1.844 -3.407
H -1.949 0.799 2.322
H -1.251 3.305 0.473
H 0.430 0.718 2.576
H 3.600 5.110 -3.031
H -3.552 -0.191 -1.110
H -5.242 0.162 -1.527
H -0.575 0.239 -0.657
H -4.693 0.512 0.110
H -4.513 1.357 -3.361
H -2.239 -0.186 3.743
H -0.075 -4.394 3.959
H 0.075 -6.652 2.834
H -4.308 -4.108 0.692
H 5.957 3.526 -1.873
H 5.172 4.924 -1.180
H 4.910 -0.863 -2.439
H -1.575 3.576 -1.913
H 6.578 0.255 -3.830

Output
- SMILES = CCOP(=O)(OCC)OCC.CCOP(=O)(OCC)OCC.CC(C)=N[SiH3]
- strongest force on any atom (Eh/bohr) = 0.091
- HOMO-LUMO gap (eV) = 9.35
- highest occupied orbital energy (eV) = -8.61
- 2S+1 = 1
- molecular weight (g mol⁻¹) = 451.5

4.
Entry from OMol25: a structure of composition C15H40B3N3O7 in a non-equilibrium geometry (wB97M-V/def2-TZVPD).

Atoms and positions in Å:
O 1.289 -4.773 -3.070
O 6.030 0.201 -3.039
O -2.909 -5.015 -2.285
O -2.870 3.257 5.243
O 3.255 -4.718 -1.796
O -2.603 -0.628 -1.034
O 1.527 -3.203 -1.267
N -2.089 1.794 0.452
N 4.822 -1.382 -0.950
N -2.280 3.963 2.496
C -2.367 -5.361 -1.023
C 6.226 -1.582 -1.318
C -2.732 4.314 6.172
C -1.523 -5.024 -2.222
C -2.566 0.624 -1.691
C 7.111 -0.948 -0.250
C -0.844 -3.664 -2.221
C -3.568 4.312 3.098
C 6.833 1.275 -2.587
C -3.898 -1.174 -0.853
C 6.523 -1.091 -2.742
C -3.911 3.416 4.298
C -3.579 5.803 3.424
C -4.337 2.006 -0.452
C -2.859 1.834 -0.794
B 2.268 -5.484 -2.395
B 0.705 -3.876 -2.163
B 2.599 -3.959 -0.827
H -0.981 -5.839 -2.685
H -4.109 2.410 3.919
H -1.097 1.797 0.235
H -4.829 3.755 4.798
H -4.516 3.010 -0.067
H -1.257 -3.109 -1.386
H -1.134 -3.230 -3.182
H 7.898 1.032 -2.637
H 6.015 -1.760 -3.440
H 6.569 1.567 -1.568
H -2.682 6.111 3.961
H -4.965 1.868 -1.334
H 6.800 0.068 -0.009
H -2.313 -6.416 -0.811
H -2.071 5.095 5.790
H -3.617 6.387 2.504
H 6.640 2.127 -3.238
H -2.217 -4.552 -0.326
H 8.156 -0.920 -0.567
H 2.935 -4.041 0.306
H 2.217 -6.661 -2.233
H -4.449 6.073 4.027
H -2.277 3.904 7.073
H -3.701 4.748 6.437
H -2.245 0.881 0.875
H -3.794 -2.258 -0.797
H 7.058 -1.526 0.673
H 4.591 -0.409 -1.134
H -4.665 1.304 0.315
H -4.345 4.138 2.345
H -2.314 2.988 2.170
H -3.224 0.613 -2.571
H -2.550 2.723 -1.350
H 6.425 -2.658 -1.308
H -4.560 -0.931 -1.688
H -1.592 3.956 3.246
H 7.597 -1.151 -2.967
H -1.543 0.723 -2.063
H -4.344 -0.835 0.085
H 4.238 -1.897 -1.604

Output
- strongest force on any atom (Eh/bohr) = 0.051
- HOMO-LUMO gap (eV) = 9.09
- highest occupied orbital energy (eV) = -8.74
- 2S+1 = 1
- molecular weight (g mol⁻¹) = 406.9

5.
Entry from OMol25: a structure of composition C15H40Br2CuO15S5 in a non-equilibrium geometry (wB97M-V/def2-TZVPD).

Atoms and positions in Å:
Br -3.383 -0.094 -1.833
Br -2.932 2.809 1.295
Cu -1.562 0.700 -0.111
S 1.093 1.109 2.354
S -3.318 -0.601 3.507
S 1.391 0.247 -2.326
S -0.100 -2.833 0.150
S -0.587 3.636 -2.033
O 0.141 1.026 1.229
O 2.270 2.250 2.019
O -3.073 -2.239 3.971
O -0.048 3.067 -3.455
O -0.970 -1.660 0.564
O 1.742 -0.117 2.803
O 2.077 1.537 -2.407
O 2.549 -0.874 -1.864
O 1.324 -2.581 0.075
O -2.281 -0.317 2.477
O -3.279 0.226 4.713
O 0.408 4.664 -1.637
O -0.692 2.359 -1.282
O -0.472 -4.074 1.121
O 0.170 0.030 -1.494
C -2.266 4.305 -2.471
C 0.511 4.043 -4.406
C 0.432 3.251 -5.731
C 0.208 1.785 3.884
C 2.840 4.558 1.798
C 3.486 -0.429 -0.984
C -2.527 -4.551 3.571
C -0.673 -3.547 -1.563
C 1.084 -0.477 -3.986
C 0.524 -5.124 1.079
C 1.257 -5.107 2.287
C 4.830 -0.904 -1.651
C 1.885 3.411 1.399
C -2.973 -3.190 2.970
C -5.001 -0.595 2.741
H 1.073 2.377 -5.618
H 3.807 4.101 1.591
H 3.347 -0.819 0.024
H 0.869 3.721 1.642
H 0.061 2.859 3.770
H 4.881 -1.972 -1.864
H -2.176 5.020 -3.289
H 2.237 -5.582 2.238
H 0.611 -5.544 3.048
H -0.054 4.975 -4.436
H 1.557 4.294 -4.232
H -2.751 -4.597 4.637
H -3.093 -5.429 3.261
H 2.007 -0.716 -4.514
H 0.604 0.326 -4.546
H 3.522 0.654 -0.872
H -5.582 -1.266 3.373
H -2.294 -2.875 2.178
H -0.545 2.947 -6.107
H 0.339 -1.272 -3.944
H 2.733 4.842 2.845
H -2.959 3.492 -2.688
H 0.782 1.459 4.751
H 0.851 3.955 -6.450
H -0.353 -2.789 -2.278
H 1.851 3.395 0.309
H 1.451 -4.090 2.627
H -4.999 -0.793 1.669
H -2.725 4.866 -1.657
H -5.453 0.396 2.764
H 1.259 -4.974 0.288
H 4.977 -0.416 -2.615
H -3.882 -3.343 2.388
H -0.695 1.177 3.933
H -1.761 -3.593 -1.617
H -1.482 -4.765 3.347
H 5.603 -0.570 -0.959
H 2.657 5.433 1.174
H -0.033 -6.022 0.810
H -0.322 -4.561 -1.750

Output
- strongest force on any atom (Eh/bohr) = 0.096
- HOMO-LUMO gap (spin up / spin down) (eV) = 10.29 / 5.25
- highest occupied orbital energy (spin up / spin down) (eV) = -12.33 / -12.19
- total charge = +1
- 2S+1 = 3
- molecular weight (g mol⁻¹) = 844.2

6.
Entry from OMol25: a cluster of 10 separate species, C15H40F10N10O25S10 in total in a non-equilibrium geometry (wB97M-V/def2-TZVPD).

Atoms and positions in Å:
S -3.445 -0.239 -2.201
S 2.685 2.738 -2.507
S -3.563 1.282 -0.340
S 1.180 -2.976 -5.760
S -2.858 5.235 1.730
S 1.602 4.618 -1.641
S -2.343 -6.713 0.797
S -3.540 7.380 1.758
S -0.044 -2.657 -7.661
S -1.859 -4.792 -0.507
F -2.256 -7.135 2.346
F -2.987 8.787 2.317
F 2.594 -2.553 -5.169
F 2.439 1.148 -2.469
F -2.896 2.683 0.197
F -0.680 -3.768 -0.607
F 0.328 -2.962 -9.232
F 0.283 5.482 -2.088
F -2.206 4.285 2.781
F -3.807 0.663 -3.493
O 2.685 5.434 -2.261
O -1.631 -7.819 0.149
O -1.837 5.290 0.666
O -0.656 -1.303 -7.758
O -3.269 7.507 0.339
O -2.627 -1.179 -2.908
O -1.439 -5.666 -1.595
O -0.982 -3.692 -7.190
O -4.843 1.845 -0.726
O 0.361 -2.091 -4.928
O 1.274 -4.409 -5.386
O -1.621 0.977 3.381
O -2.997 -3.862 -0.732
O 2.380 -6.628 1.588
O -4.742 -0.689 -1.627
O -1.305 3.409 -5.457
O 1.382 4.653 -0.183
O -3.766 -6.697 0.654
O 1.594 -0.141 0.271
O -4.968 7.483 2.069
O 3.171 2.921 -3.873
O 3.703 2.815 -1.466
O -3.482 0.387 0.822
O 5.654 -2.983 2.602
O -4.159 4.619 1.500
N 1.213 3.098 -2.307
N -1.412 3.066 -3.036
N -0.012 1.391 -0.675
N -2.508 0.990 -1.450
N 0.847 -4.895 2.148
N 6.087 -0.692 1.923
N -1.537 -5.217 0.920
N 1.541 -2.648 -7.183
N -2.195 1.149 5.553
N -2.715 6.610 2.643
C 1.719 -3.785 1.561
C 0.373 -0.949 -1.656
C 6.464 -2.070 2.548
C -0.138 2.047 0.681
C 4.582 -0.350 2.176
C 1.484 -6.828 3.816
C -0.874 1.760 6.119
C 7.807 -2.213 3.277
C 0.674 -0.011 -0.544
C -2.445 1.453 4.122
C -1.138 2.659 -4.478
C -3.861 1.929 3.735
C -2.083 4.416 -2.964
C 1.638 -6.168 2.466
C -0.598 1.280 -4.736
H -0.713 -1.025 -1.688
H 2.009 -7.780 3.747
H 0.015 -5.071 1.604
H -3.061 1.362 6.027
H 8.618 -1.702 2.757
H 4.316 -0.379 3.233
H 0.768 2.314 1.225
H -0.808 1.414 1.263
H -4.123 2.837 4.277
H -0.516 3.083 -2.569
H 0.403 -4.463 2.946
H -4.566 1.099 3.682
H 7.583 -1.608 4.155
H 0.032 1.425 5.613
H -1.487 5.128 -3.534
H -2.127 0.150 5.687
H -2.090 4.739 -1.923
H 0.865 -0.515 -2.526
H -3.059 4.323 -3.442
H 4.438 0.639 1.743
H 0.988 -3.038 1.249
H -0.520 2.995 0.302
H -3.671 2.220 2.703
H 2.385 -4.024 0.733
H 7.941 -3.266 3.526
H 4.085 -1.116 1.580
H -0.993 2.843 6.080
H 0.463 1.263 -4.486
H -1.118 0.554 -4.111
H 1.953 -6.204 4.577
H 6.294 -0.855 0.948
H -1.958 2.441 -2.460
H 0.415 1.989 -1.368
H 6.690 0.049 2.252
H -0.694 1.199 -5.819
H 0.418 -6.925 4.024
H -0.780 1.386 7.139
H -0.964 1.203 -0.954
H 2.316 -3.472 2.418
H 0.832 -1.920 -1.469

Output
- strongest force on any atom (Eh/bohr) = 0.287
- HOMO-LUMO gap (eV) = 4.91
- highest occupied orbital energy (eV) = -8.17
- 2S+1 = 1
- molecular weight (g mol⁻¹) = 1271.2

What is the molecular weight in the fourth record? 406.9 g mol⁻¹